1.
Molecular formula: CH6NP
Method: DFT, ωB97M-V/def2-TZVPD

Element x y z (Å)
1 C -1.43896 -0.35883 0.18704
2 N 2.37876 0.29112 -0.03614
3 P -0.08841 0.84971 -0.45679
4 H -1.08258 -1.41849 0.32218
5 H -2.23307 -0.58064 -0.54179
6 H -1.92681 -0.02903 1.10442
7 H 2.32920 -0.54419 0.63273
8 H 2.44229 1.10992 0.61013
9 H -0.38041 0.68043 -1.82176

Spin multiplicity: 3
Relative energy (zero: lowest compared OMol25 entry of this formula, charge and spin): 0.00 kcal/mol
Frontier orbital gap (spin up / spin down): 8.46 / 8.21 eV
Calculated total energy: -437.64355 hartree
F_max: 0.0416 hartree/bohr
LUMO level (spin up / spin down): 1.05 / -1.64 eV

2.
Molecular formula: C9H39MgO15S2
Method: DFT, ωB97M-V/def2-TZVPD

Element x y z (Å)
1 Mg -2.38028 0.99787 4.99765
2 C -1.99931 -1.15735 -0.88506
3 C -0.87641 -1.03899 0.16682
4 C 0.13428 -0.03703 -0.23761
5 O -1.25408 -0.88650 1.51570
6 H -2.56647 -0.24098 -1.04846
7 H -2.72553 -1.93996 -0.66540
8 H -1.47612 -1.20889 -1.83990
9 H -0.38947 -2.01392 0.14455
10 H -0.31321 0.95467 -0.17151
11 H 0.53939 -0.05419 -1.24939
12 H 0.93935 -0.21221 0.47603
13 O 1.54695 7.16784 -2.52339
14 S 1.97373 6.88400 -3.92436
15 O 1.41728 5.83874 -4.71886
16 O 1.98177 8.32017 -4.77105
17 C 2.44262 9.50110 -4.16992
18 C 2.02342 10.60441 -5.14746
19 C 3.81552 6.56615 -3.71325
20 H 3.52182 9.60137 -4.05427
21 H 1.90136 9.77073 -3.26305
22 H 2.50777 11.57059 -5.00603
23 H 0.95897 10.77619 -4.98766
24 H 2.14192 10.38041 -6.20759
25 H 4.36621 6.66377 -4.64884
26 H 3.83600 5.59095 -3.22677
27 H 4.26648 7.26582 -3.00954
28 O -1.31879 -7.52894 0.45701
29 S -1.96172 -8.61969 1.22004
30 O -2.06548 -9.96065 0.72259
31 O -1.13346 -8.73661 2.76955
32 C -0.57851 -7.49263 3.19838
33 C -0.97033 -7.21542 4.61383
34 C -3.58148 -8.00247 1.98456
35 H -0.95278 -6.64223 2.62844
36 H 0.50518 -7.60970 3.20162
37 H -2.04996 -7.31903 4.72230
38 H -0.72604 -6.22102 4.98745
39 H -0.40958 -7.90035 5.24986
40 H -3.90608 -8.76384 2.69382
41 H -4.17623 -7.96401 1.07193
42 H -3.48339 -7.01885 2.44387
43 O 4.23677 -2.76510 3.56100
44 H 4.30150 -3.65006 3.20198
45 H 3.30830 -2.54398 3.48841
46 O -6.86256 -1.37368 -4.18737
47 H -6.08652 -0.90435 -4.49351
48 H -7.09062 -0.94723 -3.36133
49 O 2.42986 -0.40364 -6.16666
50 H 1.78060 -0.85381 -6.70707
51 H 2.32480 0.52204 -6.38647
52 O 2.57997 -5.07371 -2.18096
53 H 2.16368 -5.92132 -2.33742
54 H 1.86032 -4.44338 -2.21277
55 O -5.67941 0.66264 4.01881
56 H -6.53462 0.93836 4.34871
57 H -5.87927 0.13354 3.24659
58 O -2.07181 4.30087 2.85411
59 H -1.41351 4.51125 2.19183
60 H -2.40175 5.15162 3.14325
61 O 0.92610 1.72501 5.79674
62 H 1.78389 1.74253 5.37234
63 H 1.01354 2.32251 6.53941
64 O 5.03965 1.59755 3.74470
65 H 5.87449 1.86839 3.36269
66 H 4.87151 0.73441 3.36662

Spin multiplicity: 1
Frontier orbital gap: 3.17 eV
Calculated total energy: -2490.80187 hartree
Charge: +1
F_max: 0.0913 hartree/bohr
LUMO level: -7.81 eV

3.
Molecular formula: C3H10NO2
Method: DFT, ωB97M-V/def2-TZVPD

Element x y z (Å)
1 C -0.68712 -1.37299 0.24340
2 N 0.34553 -0.41510 -0.10616
3 C -0.05836 0.98619 0.09716
4 C -1.20898 1.39826 -1.00168
5 O -0.81911 1.16577 -2.24782
6 H -0.27011 -2.37885 0.10601
7 H -1.59366 -1.34301 -0.36556
8 H -0.98873 -1.30138 1.29024
9 H 0.45884 -0.47246 -1.11947
10 H 0.75008 1.67850 -0.12495
11 H -0.46613 1.07998 1.11123
12 H -1.22286 2.50715 -0.78660
13 H -2.07945 0.78739 -0.69716
14 H 2.22288 -1.14046 0.64071
15 H 2.69891 -0.15008 1.64332
16 O 2.91829 -1.02890 1.31734

Spin multiplicity: 1
Relative energy (zero: lowest compared OMol25 entry of this formula, charge and spin): 25.82 kcal/mol
Frontier orbital gap: 6.57 eV
Calculated total energy: -325.51352 hartree
Charge: -1
F_max: 0.0460 hartree/bohr
LUMO level: 4.08 eV

4.
Molecular formula: C11H4F6MnNO8
Method: DFT, ωB97M-V/def2-TZVPD

Element x y z (Å)
1 Mn -0.70648 -0.21205 -0.07205
2 O 2.55224 -1.83325 -1.82444
3 C 1.64658 -1.27726 -1.09587
4 O 0.57381 -0.83257 -1.52975
5 C 1.93746 -1.11896 0.34775
6 C 3.05259 -1.46108 1.06423
7 C 3.04098 -1.20310 2.43904
8 C 1.93432 -0.61953 3.04185
9 C 0.85324 -0.31089 2.24293
10 N 0.88786 -0.56245 0.94803
11 C -0.47002 0.30947 2.62133
12 O -0.74365 0.70545 3.70112
13 O -1.28877 0.34928 1.54570
14 H 2.26749 -1.92046 -2.75170
15 H 3.90122 -1.91597 0.57323
16 H 3.90186 -1.46763 3.03806
17 H 1.89534 -0.40593 4.10131
18 F -1.65721 2.48108 -3.42976
19 C -1.84210 2.80747 -2.15381
20 F -3.12055 3.05278 -1.93104
21 F -1.10925 3.86216 -1.84904
22 C -1.40011 1.60615 -1.29879
23 O -0.31806 1.62768 -0.63625
24 O -2.08512 0.54035 -1.25064
25 F -2.74075 -4.12532 0.77454
26 C -1.88289 -4.19223 -0.24073
27 F -2.54593 -3.99853 -1.38447
28 F -1.31556 -5.38317 -0.25922
29 C -0.80207 -3.09118 -0.11134
30 O 0.36280 -3.33070 -0.27127
31 O -1.34629 -1.91071 0.11362

Spin multiplicity: 4
Relative energy (zero: lowest compared OMol25 entry of this formula, charge and spin): 0.00 kcal/mol
Frontier orbital gap (spin up / spin down): 8.27 / 8.53 eV
Calculated total energy: -2828.31510 hartree
Charge: +1
F_max: 0.0077 hartree/bohr
LUMO level (spin up / spin down): -6.53 / -6.27 eV

5.
Molecular formula: C4H4O2
Method: DFT, ωB97M-V/def2-TZVPD

Element x y z (Å)
1 C 0.55033 -0.59461 -0.26374
2 O -0.81950 -1.26672 -0.25148
3 C -1.80946 -0.39358 0.05723
4 C -2.15637 0.85743 0.66116
5 C -3.18083 0.08474 0.04127
6 O -4.34775 -0.12765 -0.26717
7 H 0.37599 0.26455 0.34221
8 H 0.87187 -0.36544 -1.30903
9 H 1.41281 -1.21583 0.15266
10 H -1.89754 1.68239 1.22370

SMILES: COc1cc1=O
Spin multiplicity: 1
Relative energy (zero: lowest compared OMol25 entry of this formula, charge and spin): 68.84 kcal/mol
Frontier orbital gap: 10.00 eV
Calculated total energy: -305.16975 hartree
F_max: 0.1033 hartree/bohr
LUMO level: 0.63 eV

6.
Molecular formula: C5H11O2
Method: DFT, ωB97M-V/def2-TZVPD

Element x y z (Å)
1 C 0.16111 2.48592 -1.03740
2 C 1.13277 1.43656 -1.54228
3 H 0.67354 3.51147 -1.13171
4 H -0.82005 2.45502 -1.65794
5 H -0.05139 2.21842 -0.08912
6 H 2.06507 1.49205 -1.02276
7 H 0.57479 0.49168 -1.66898
8 H 1.15011 1.77889 -2.61390
9 C -0.77346 -1.44064 1.56969
10 C 0.31567 -2.43166 1.29003
11 C -1.27294 -0.73875 0.24163
12 O -1.75212 0.43190 0.57948
13 O -1.10440 -1.28345 -0.89230
14 H -1.69356 -1.76546 2.10195
15 H -0.40306 -0.63556 2.23446
16 H 1.08936 -1.85019 1.28327
17 H 0.29046 -2.89526 0.31613
18 H 0.41812 -3.26096 2.03975

Spin multiplicity: 1
Relative energy (zero: lowest compared OMol25 entry of this formula, charge and spin): 33.96 kcal/mol
Frontier orbital gap: 8.00 eV
Calculated total energy: -347.59554 hartree
Charge: -1
F_max: 0.1169 hartree/bohr
LUMO level: 4.17 eV

Q: What is the F_max in the fifth record?
A: 0.1033 hartree/bohr

Q: Which formula does entry 6 have?
A: C5H11O2

Please write out number 3 again, unchanged.
Molecular formula: C3H10NO2
Method: DFT, ωB97M-V/def2-TZVPD

Element x y z (Å)
1 C -0.68712 -1.37299 0.24340
2 N 0.34553 -0.41510 -0.10616
3 C -0.05836 0.98619 0.09716
4 C -1.20898 1.39826 -1.00168
5 O -0.81911 1.16577 -2.24782
6 H -0.27011 -2.37885 0.10601
7 H -1.59366 -1.34301 -0.36556
8 H -0.98873 -1.30138 1.29024
9 H 0.45884 -0.47246 -1.11947
10 H 0.75008 1.67850 -0.12495
11 H -0.46613 1.07998 1.11123
12 H -1.22286 2.50715 -0.78660
13 H -2.07945 0.78739 -0.69716
14 H 2.22288 -1.14046 0.64071
15 H 2.69891 -0.15008 1.64332
16 O 2.91829 -1.02890 1.31734

Spin multiplicity: 1
Relative energy (zero: lowest compared OMol25 entry of this formula, charge and spin): 25.82 kcal/mol
Frontier orbital gap: 6.57 eV
Calculated total energy: -325.51352 hartree
Charge: -1
F_max: 0.0460 hartree/bohr
LUMO level: 4.08 eV

Q: Among the records above, which one has the highest calculated total energy?
A: C4H4O2